68
Properties=species:S:1:pos:R:3:forces:R:3 method="wB97M-V/def2-TZVPD" multiplicity=1 total_charge=+2 de_lowest_kcal_mol=0.00 homo_energy_ha=-0.4937
Ge 0.457496 3.561541 0.968963 0.0 0.0 -0.1
Cu 0.484782 -0.948459 -0.082430 0.1 0.1 0.0
S 1.162197 -3.239349 -0.183010 -0.1 0.1 0.0
S -0.535763 1.373706 0.712090 0.1 -0.1 0.2
S 3.576074 -2.027903 2.364886 0.0 0.0 0.0
S 2.504523 -0.224934 -1.028078 -0.1 0.0 -0.1
N -1.603467 -1.101398 -0.540763 0.2 -0.3 0.0
N -2.482580 -0.353136 1.528950 -0.1 0.0 -0.1
N -2.193507 1.258477 2.951337 -0.1 0.1 0.2
C -3.840660 -1.699823 0.031798 -0.2 0.0 0.0
C 4.423739 3.526231 -0.364145 0.0 0.0 0.0
C -0.255946 4.045010 -1.799957 0.0 -0.1 0.0
C 3.789610 -0.110324 0.256953 0.0 -0.1 0.1
C 2.868677 -1.804643 -1.839752 0.0 -0.1 0.0
C -2.628814 -1.078160 0.295579 0.0 0.1 0.0
C -1.901318 6.210845 -1.214604 0.0 0.0 0.0
C -1.757571 -1.755301 -1.704945 -0.1 0.1 0.0
C -1.808671 2.511880 3.600991 0.0 -0.2 0.0
C -1.252208 5.537336 -0.189171 0.0 0.0 0.0
C 3.035243 3.523876 -0.352744 0.0 0.0 0.0
C -1.784369 0.797521 1.765783 0.1 0.0 -0.1
C -3.120767 0.385142 3.501629 0.0 0.1 0.0
C -0.905274 4.717671 -2.821807 0.0 0.0 0.0
C 2.801991 -3.033102 -0.944761 0.0 0.0 -0.1
C -1.725935 5.800972 -2.528518 0.0 0.0 0.0
C -3.301566 -0.610757 2.626405 0.1 -0.1 0.0
C -2.914934 -2.416137 -2.053892 0.0 0.0 0.0
C 1.544670 -3.794556 1.498727 0.1 0.0 0.0
C 2.340679 3.212704 0.819298 0.1 0.1 0.0
C 3.364048 -0.351002 1.708355 0.1 0.0 0.0
C 5.128926 3.234065 0.797035 0.0 0.0 0.0
C -3.974032 -2.389577 -1.159882 0.0 0.0 0.0
C 3.061487 2.912968 1.979411 0.0 0.1 0.0
C 1.893394 -2.696246 2.495714 0.0 -0.1 0.0
C -0.421886 4.453125 -0.474535 -0.1 0.1 0.0
C 4.448084 2.923213 1.969718 0.0 0.1 -0.1
H -3.553840 0.557050 4.473271 0.0 0.0 -0.1
H 3.010571 -3.920643 -1.542421 0.0 0.0 0.0
H 2.149246 -1.869517 -2.660242 0.0 0.0 0.0
H 1.801565 -3.105406 3.503034 0.1 0.0 0.0
H 2.339800 -0.016224 1.882221 0.0 0.0 0.0
H 4.954951 3.779954 -1.273811 0.0 0.0 0.1
H 3.997283 0.276641 2.337902 0.0 -0.1 0.0
H 2.340379 -4.536157 1.427661 0.0 0.0 0.0
H 2.501567 3.796874 -1.255349 0.0 0.0 0.0
H -2.572145 2.750272 4.333075 0.0 0.0 0.1
H -4.908440 -2.883237 -1.391640 0.0 0.0 0.0
H 3.535095 -2.973738 -0.148566 0.1 0.0 0.1
H -1.386380 5.877478 0.831573 0.0 0.0 0.0
H 4.998713 2.714143 2.878667 0.0 0.0 0.0
H 4.174720 0.901474 0.161922 0.0 0.1 0.0
H -1.780296 3.305480 2.866787 0.0 0.1 -0.1
H -2.984694 -2.926611 -3.004311 0.0 0.0 0.0
H 3.857171 -1.737186 -2.295612 0.0 0.0 0.0
H 0.372674 3.193796 -2.044644 0.0 0.0 0.0
H -3.907630 -1.495804 2.701772 0.0 0.1 0.0
H -4.684677 -1.626634 0.705142 0.1 0.0 0.0
H 4.595606 -0.786930 -0.032774 0.0 0.0 0.0
H 0.649251 -4.326764 1.822807 0.0 0.0 0.0
H -0.907734 -1.736826 -2.373277 0.0 0.0 0.0
H -0.770882 4.403049 -3.849093 0.0 0.0 0.0
H 0.115892 4.082008 2.356704 0.0 0.0 0.0
H 1.184270 -1.869345 2.423188 -0.1 0.0 0.0
H -2.536742 7.057016 -0.989450 0.0 0.0 0.0
H -2.229047 6.327843 -3.329183 0.0 0.0 0.0
H -0.845361 2.412469 4.095544 0.1 0.0 0.0
H 6.212055 3.262838 0.792319 0.0 0.0 0.0
H 2.543906 2.698560 2.908857 0.0 0.0 0.0